Record 1
A structure of composition C40H76F12HgN6O12S4, computed with ωB97M-V/def2-TZVPD.

Geometry as XYZ:
```
151
Properties=species:S:1:pos:R:3:forces:R:3:mulliken_charge:R:1
Hg 9.2253 2.8752 -1.3028 0.3 -0.6 -0.1 4.47
C 6.7730 6.1873 -0.6375 0.4 0.2 -0.5 0.34
F 7.1856 6.8584 0.4157 0.0 0.0 0.1 -0.07
F 6.1245 5.1004 -0.2582 0.3 -0.3 0.0 -0.13
F 5.9466 6.9334 -1.3509 0.0 0.2 -0.2 -0.22
S 8.2609 5.7633 -1.7827 -0.7 -2.3 1.1 0.28
O 7.8826 4.5576 -2.4992 -0.7 0.2 -0.4 -0.52
O 8.5530 6.9541 -2.4993 0.4 -0.1 0.2 -0.26
N 9.4166 4.9997 -0.6984 -2.4 3.2 -0.9 -0.95
S 10.3622 6.2470 -0.3267 4.5 0.5 0.1 0.40
O 11.4123 6.3271 -1.3314 -0.5 -0.4 0.9 -0.64
O 9.7922 7.5052 0.0343 -1.2 -0.4 0.3 0.04
C 11.1646 5.7014 1.3079 0.1 0.2 -0.7 0.25
F 10.2250 5.2699 2.1410 0.2 -0.1 0.0 -0.11
F 12.0912 4.7654 1.0931 -0.4 -0.3 0.0 -0.18
F 11.7957 6.7410 1.8501 -0.4 0.1 -0.1 -0.18
C 7.3576 2.6294 2.3873 0.3 -0.4 -0.8 0.70
F 7.7173 3.8621 2.0772 0.0 0.3 0.0 -0.08
F 7.6322 2.3787 3.6438 0.2 -0.2 0.1 -0.20
F 6.0690 2.4863 2.1654 -0.2 -0.2 0.0 -0.23
S 8.4339 1.4902 1.2632 2.1 -0.7 1.0 0.56
O 9.6452 2.2832 1.0497 -0.6 0.6 -0.5 -0.62
O 8.7641 0.2743 1.9734 -1.4 0.9 -0.9 -0.53
N 7.7301 1.4311 -0.2772 1.1 0.1 3.0 -0.74
S 6.6220 0.2897 -0.2837 -3.0 -2.3 -0.4 0.80
O 6.8060 -0.6559 -1.3510 0.3 0.8 0.1 -0.62
O 6.2847 -0.2703 1.0059 0.6 1.1 -0.6 -0.61
C 5.0882 1.2714 -0.7860 0.5 -1.5 -0.4 0.79
F 5.0735 1.2895 -2.1130 0.1 0.6 -0.6 -0.23
F 4.0085 0.6085 -0.4091 -0.2 -0.1 0.5 -0.24
F 5.0613 2.4854 -0.3044 0.0 0.7 0.2 -0.19
C 11.3704 12.3688 -4.5412 -0.5 0.1 -0.4 -1.74
C 10.6601 11.0164 -4.3501 0.8 0.3 0.3 1.81
C 11.6912 9.8847 -4.1183 -0.5 0.3 0.7 -0.44
C 12.2483 9.8216 -2.6973 1.4 0.2 0.5 -1.38
C 11.1743 9.8084 -1.6370 -1.1 0.5 -1.0 -0.41
C 10.2580 11.0436 -1.8086 -0.7 0.0 0.6 1.57
N 9.7470 11.0654 -3.1877 0.0 -1.5 -0.1 0.38
O 8.6578 11.9405 -3.3728 0.8 0.4 0.1 -0.48
C 9.0729 10.7293 -0.8636 -0.8 -0.2 -0.8 -1.65
C 10.9410 12.3283 -1.3068 -0.2 -0.2 -0.1 -1.80
C 9.8707 10.6815 -5.6154 -0.3 -0.3 0.1 -1.89
H 10.5564 13.0908 -4.4280 0.5 0.5 0.0 0.30
H 11.7583 12.5136 -5.5516 0.0 -0.2 -0.1 0.48
H 12.1924 12.5617 -3.8564 -0.2 0.0 0.2 0.29
H 11.1712 8.9546 -4.3478 0.2 -0.2 0.0 -0.45
H 12.5455 10.0381 -4.7787 -0.2 -0.1 -0.4 0.59
H 12.9622 10.6417 -2.5415 -0.3 0.4 0.0 0.45
H 12.9438 8.9810 -2.6030 -0.4 -0.4 -0.1 0.44
H 11.3824 9.7645 -0.5682 0.9 -0.1 -0.2 0.85
H 10.5442 8.9398 -1.8298 0.0 0.0 0.0 -0.47
H 8.6893 9.7754 -1.2339 0.1 -0.3 0.6 0.21
H 9.3829 10.7029 0.1776 0.2 -0.4 -0.1 0.16
H 8.1683 11.3428 -0.9027 0.5 0.6 -0.3 0.50
H 10.2765 13.1856 -1.4417 0.1 0.1 0.0 0.39
H 11.0893 12.2029 -0.2335 0.1 0.2 0.0 0.37
H 11.8979 12.5367 -1.7811 0.0 0.0 0.0 0.32
H 10.5322 10.3187 -6.4048 0.2 0.3 0.0 0.40
H 9.2789 11.5195 -5.9823 0.1 0.0 0.0 0.42
H 9.1851 9.8540 -5.4199 -0.1 0.1 0.2 0.30
H 9.0419 12.8235 -3.2250 -0.4 0.0 -0.1 0.37
C 10.3171 0.2601 -4.9540 -0.2 -0.5 -0.8 -1.29
C 9.8545 0.6572 -3.5658 -0.5 0.3 1.0 1.21
C 9.9393 -0.4520 -2.5057 0.3 -0.2 -1.2 -0.12
C 11.3823 -0.8179 -2.1889 -0.2 0.2 0.7 -0.94
C 12.1656 0.3629 -1.5597 -1.6 -1.3 -0.7 -1.20
C 11.9643 1.6500 -2.4120 2.3 -0.5 0.1 1.72
N 10.5660 1.7875 -2.8827 -1.1 0.6 1.8 0.00
O 10.3395 3.0623 -3.5071 1.2 -1.3 -1.8 1.05
C 12.3745 2.7987 -1.4868 -1.7 0.8 -0.2 -2.35
C 12.9556 1.6028 -3.5977 -0.2 -0.4 -0.4 -1.74
C 8.3613 1.0048 -3.7141 0.4 0.6 -0.5 -0.48
H 11.3496 -0.0376 -5.1217 0.0 0.1 0.4 0.18
H 10.0520 0.9717 -5.7405 0.2 0.3 0.3 -0.06
H 9.6930 -0.6032 -5.2012 0.2 -0.2 0.0 0.61
H 9.3458 -0.0844 -1.6726 0.3 -0.2 0.4 -0.37
H 9.3916 -1.3125 -2.8958 0.0 -0.1 0.0 0.60
H 11.9420 -1.1327 -3.0720 -0.3 -0.1 -0.2 0.40
H 11.3701 -1.6735 -1.5116 0.2 0.0 0.1 0.45
H 13.1782 -0.0377 -1.5301 0.4 0.9 0.0 0.44
H 11.8188 0.4935 -0.5329 0.0 0.3 0.0 0.38
H 13.3113 2.6178 -0.9709 0.2 0.0 -0.3 0.68
H 12.3060 3.7782 -1.9684 0.7 -0.1 -0.2 0.23
H 11.6140 2.9166 -0.7004 0.2 -0.4 0.3 0.17
H 13.0051 0.6109 -4.0523 0.0 -0.1 0.2 0.36
H 12.6821 2.2622 -4.4247 0.1 0.3 0.2 -0.04
H 13.9673 1.8321 -3.2682 -0.1 0.2 0.1 0.55
H 7.8476 1.2901 -2.8016 0.1 -0.3 0.3 -0.77
H 7.8791 0.1203 -4.1225 -0.2 0.1 0.1 0.75
H 8.2221 1.8520 -4.3890 0.0 -0.2 -0.1 -0.58
H 10.6324 2.8467 -4.4196 -0.2 1.1 -0.2 -0.96
C 12.0846 5.7929 -7.5929 0.7 -0.5 -0.1 -1.77
C 11.3267 5.4169 -6.2989 -1.3 0.6 -0.5 1.82
C 10.4342 6.6388 -5.9659 0.2 0.8 0.5 -0.80
C 9.1542 6.7440 -6.7982 0.3 -0.5 0.6 -0.94
C 8.4128 5.4234 -6.7620 -0.9 -0.1 -0.4 -1.21
C 9.2520 4.2628 -7.2893 -1.6 0.2 -0.4 1.18
N 10.4259 4.2444 -6.4500 0.6 -0.1 1.1 1.27
O 11.1814 3.0514 -6.5266 0.1 0.0 -0.7 -0.38
C 8.3778 3.0199 -7.0653 0.9 -1.4 -0.3 -2.01
C 9.4343 4.4002 -8.8146 1.1 -0.6 -0.7 -1.66
C 12.2032 5.2352 -5.0770 1.1 -0.4 -0.7 -1.67
H 12.9238 6.4647 -7.3990 -0.2 0.1 0.3 0.45
H 11.4469 6.2757 -8.3287 -0.1 0.0 0.1 0.38
H 12.5638 4.9538 -8.1114 -0.2 -0.2 0.2 0.30
H 10.2898 6.7617 -4.8870 -0.6 -0.7 0.0 -0.17
H 11.0614 7.5251 -6.1205 0.0 0.0 -0.5 0.43
H 9.5151 6.9771 -7.7996 -0.7 0.2 -0.2 0.38
H 8.4737 7.5025 -6.4142 0.3 0.4 -0.2 0.38
H 7.4671 5.4073 -7.3202 0.3 0.5 -0.6 0.50
H 7.9868 5.1712 -5.7851 0.8 0.2 0.4 0.18
H 7.5573 2.9006 -7.7735 -0.3 0.8 0.2 0.54
H 8.9349 2.1063 -7.3162 0.3 0.1 0.3 0.48
H 8.0293 2.8986 -6.0407 0.0 0.3 -0.1 0.16
H 9.7682 5.3574 -9.2120 -0.3 0.2 0.4 0.26
H 10.2125 3.7225 -9.1956 0.0 -0.2 0.3 0.34
H 8.5508 4.0819 -9.3666 -0.2 0.2 0.2 0.46
H 12.7125 6.1905 -4.9402 -0.2 0.1 0.6 0.56
H 13.0232 4.5216 -5.2144 -0.2 -0.1 -0.2 0.31
H 11.6307 4.8878 -4.2234 -0.1 0.5 0.2 -0.02
H 11.6147 3.0384 -7.4011 0.0 -0.1 0.2 0.32
C 9.6809 11.2212 2.9290 0.1 -0.5 0.2 -1.50
C 8.8539 10.7342 4.1252 -1.4 -0.7 -1.2 1.96
C 8.0278 9.4934 3.6853 1.4 -0.6 -0.2 -1.63
C 8.8107 8.1719 3.6900 0.0 -0.6 1.4 0.91
C 9.5919 7.9341 5.0043 -0.4 0.7 -0.8 -1.53
C 10.4085 9.1959 5.3793 1.1 -1.1 0.5 1.40
N 9.5579 10.3779 5.3505 -0.2 0.3 0.3 0.17
O 10.3690 11.4962 5.7538 -0.3 0.1 -0.2 -0.52
C 10.9204 8.9842 6.8424 -0.9 -0.4 -0.9 -1.87
C 11.6738 9.2201 4.4627 -1.0 -0.2 0.6 -1.46
C 7.7434 11.7770 4.3936 0.5 1.0 0.5 -2.13
H 8.9678 11.4995 2.1535 0.1 0.5 0.1 0.55
H 10.2594 10.4109 2.4852 0.1 0.0 0.1 -0.01
H 10.3548 12.0233 3.2255 -0.1 0.1 -0.2 0.44
H 7.1500 9.4866 4.3281 -0.2 -0.5 -0.2 0.47
H 7.7971 9.5523 2.6195 -0.7 0.8 0.2 0.42
H 9.4853 8.0725 2.8397 -0.2 0.2 -0.2 -0.86
H 8.0833 7.3562 3.6583 0.0 0.0 -0.5 0.49
H 10.2801 7.0910 4.9122 0.1 0.1 -0.2 0.40
H 8.8592 7.5915 5.7394 0.1 0.6 0.4 0.45
H 11.5013 8.0623 6.9102 0.2 0.1 -0.3 0.37
H 11.5264 9.8137 7.1905 -0.3 0.1 0.3 0.38
H 10.0114 8.7567 7.4015 0.2 0.6 0.6 0.48
H 11.4025 9.1243 3.4152 0.2 0.0 0.0 0.14
H 12.2542 10.1207 4.6473 0.1 0.0 -0.1 0.31
H 12.2000 8.3202 4.7773 0.5 0.2 -0.3 0.51
H 7.2442 11.6391 5.3553 0.2 -0.2 0.1 0.51
H 6.9534 11.7882 3.6420 0.2 -0.4 -0.2 0.36
H 8.1452 12.7962 4.3754 0.1 0.0 0.2 0.48
H 9.7333 12.0068 6.2685 0.2 0.0 0.1 0.37
```
Forces are in eV/Å.

Results
Orbital gap (eV): 7.1
Charge: 0
Lowest unoccupied orbital energy (eV): -1.00
Energy above the lowest of the compared OMol25 structures with the same formula, charge and spin (kJ/mol): 28.0
Highest occupied orbital energy (eV): -8.09
Maximum force (eV/Å): 4.57
Energy (eV): -156339.796



Record 2
A cluster of 5 separate species, H10O5 in total, computed with ωB97M-V/def2-TZVPD.

Geometry as XYZ:
```
15
Properties=species:S:1:pos:R:3:forces:R:3:mulliken_charge:R:1
H 0.6053 0.3584 0.3326 0.2 -0.1 -0.3 0.32
H 0.0418 -0.2442 -0.9610 -0.4 -0.1 -0.1 0.28
H 2.2052 2.3370 -1.1358 -2.1 0.7 -3.9 0.29
H 3.3535 1.4701 -0.6080 -1.6 1.3 0.3 0.31
H -3.4007 -1.5149 -0.4357 1.3 0.6 0.0 0.29
H -4.6622 -1.7853 -1.1255 -1.9 0.6 -3.0 0.30
H -4.7741 1.2876 0.1850 0.5 0.1 0.7 0.32
H -3.2957 1.3612 0.4893 1.8 -0.1 -0.8 0.28
H 5.0725 -2.3854 0.9305 0.5 -0.5 -0.1 0.31
H 5.3707 -1.1840 -0.0593 -0.7 -0.9 1.1 0.32
O 0.8591 -0.0468 -0.5102 0.1 0.1 0.3 -0.59
O 2.6404 2.1405 -0.3816 3.8 -1.9 3.7 -0.62
O -4.2144 -1.9704 -0.3605 0.5 -1.3 2.9 -0.59
O -4.1232 1.4433 0.9000 -2.3 0.0 0.2 -0.61
O 4.7736 -1.5291 0.6508 0.2 1.4 -1.0 -0.63
```
Forces are in eV/Å.

Results
Orbital gap (eV): 11.0
Charge: 0
Lowest unoccupied orbital energy (eV): 0.03
Energy above the lowest of the compared OMol25 structures with the same formula, charge and spin (kJ/mol): 192.8
Highest occupied orbital energy (eV): -10.95
Maximum force (eV/Å): 5.64
SMILES string: O.O.O.O.O
Energy (eV): -10398.851



Record 3
A structure of composition C7H14N3O2, computed with ωB97M-V/def2-TZVPD.

Geometry as XYZ:
```
26
Properties=species:S:1:pos:R:3:forces:R:3:mulliken_charge:R:1
C -0.2816 1.4043 -1.1721 -3.2 -5.2 -1.2 0.15
C -0.6851 -1.3013 -1.3774 -0.7 0.1 0.3 0.20
C 1.5774 0.2512 1.5501 -2.6 -2.0 0.6 -0.70
C 1.1885 -1.2408 1.6419 0.3 2.1 -1.4 -0.96
C 0.9634 -0.4789 0.3693 0.5 0.6 -1.4 -0.67
C -1.5122 -0.0187 0.7480 -2.3 -0.6 -0.7 -1.48
C -0.3907 -0.2363 -0.2758 0.5 2.9 -0.7 1.43
N -0.5366 -2.5734 -0.9687 -1.8 -2.2 -2.4 -0.36
N -0.9617 1.4347 -2.2885 0.7 -0.7 0.2 -0.15
N 0.3087 2.3895 -0.6432 3.0 1.6 2.3 -0.30
O -1.0583 -0.9873 -2.5553 0.4 -1.0 2.0 -0.60
O -0.6817 2.5454 -3.1593 -1.0 -1.2 0.0 -0.46
H 0.8886 0.8295 2.1628 0.7 0.3 0.0 0.32
H 2.5890 0.4602 1.4074 1.3 0.8 0.2 0.39
H 1.7560 -2.0890 1.6434 2.8 -1.4 -0.5 0.34
H 0.4666 -1.5659 2.3093 -2.4 0.6 1.0 0.34
H 1.7530 -0.4473 -0.4181 -0.6 -1.1 0.6 0.47
H -2.2751 0.5751 0.1433 0.4 -0.9 1.4 0.42
H -2.0166 -0.9469 1.2409 1.0 1.3 -1.4 0.30
H -1.2160 0.5669 1.6116 0.3 0.3 -0.2 0.33
H -0.6143 -2.8872 -0.0030 0.5 0.8 -0.1 0.28
H -0.9111 -3.3824 -1.6282 1.2 2.6 1.5 0.35
H -1.2142 0.2269 -2.5520 0.6 0.9 -0.7 0.43
H 0.9950 2.1384 0.0817 -0.5 0.6 -0.4 0.25
H 0.5314 3.1604 -1.2461 0.0 0.6 -0.1 0.31
H -1.1464 2.2849 -3.9992 0.6 0.5 1.1 0.36
```
Forces are in eV/Å.

Results
Orbital gap (eV): 10.4
Charge: +1
Lowest unoccupied orbital energy (eV): -2.91
Energy above the lowest of the compared OMol25 structures with the same formula, charge and spin (kJ/mol): 338.6
Highest occupied orbital energy (eV): -13.26
Maximum force (eV/Å): 6.20
Energy (eV): -16041.433



Record 4
A cluster of 4 separate species, H8O4 in total, computed with ωB97M-V/def2-TZVPD.

Geometry as XYZ:
```
12
Properties=species:S:1:pos:R:3:forces:R:3:mulliken_charge:R:1
O 1.2047 -1.1825 1.7144 0.1 0.2 -0.1 -0.70
H 0.4160 -1.1909 2.2567 -0.2 0.0 0.4 0.34
H 1.5472 -2.0743 1.7752 0.2 -0.3 -0.1 0.32
O 0.0072 2.6468 0.6996 -0.2 -0.3 0.1 -0.67
H -0.4290 3.3627 0.2375 -0.2 0.2 -0.1 0.32
H 0.9281 2.7265 0.4509 0.3 0.0 0.0 0.33
O -1.0590 -1.4475 -2.6482 -0.1 -0.3 -0.6 -0.63
H -0.8467 -1.0460 -1.8056 -0.1 0.4 0.7 0.38
H -0.2149 -1.7335 -2.9972 0.1 -0.1 -0.2 0.30
O -0.7792 -0.2035 -0.1198 -0.4 -0.2 -0.3 -0.73
H -0.7039 0.7364 0.0450 0.1 0.5 0.1 0.35
H -0.0705 -0.5943 0.3913 0.5 -0.2 0.2 0.38
```
Forces are in eV/Å.

Results
Orbital gap (eV): 11.0
Charge: 0
Lowest unoccupied orbital energy (eV): 0.53
Energy above the lowest of the compared OMol25 structures with the same formula, charge and spin (kJ/mol): 61.0
Highest occupied orbital energy (eV): -10.49
Maximum force (eV/Å): 0.80
SMILES string: O.O.O.O
Energy (eV): -8320.044



Record 5
A cluster of 2 separate species, C4H2Br2Si in total, computed with ωB97M-V/def2-TZVPD.

Geometry as XYZ:
```
9
Properties=species:S:1:pos:R:3:forces:R:3:mulliken_charge:R:1
C -2.4321 -0.7918 -2.7149 0.5 0.8 1.4 0.13
C 0.1806 -0.3299 2.3647 2.1 -6.9 0.0 0.09
C -2.6428 -0.1801 -1.6840 -1.1 -0.8 1.0 -0.66
C -0.1573 0.7951 2.3745 -2.1 6.9 0.1 -0.08
Si -3.4246 -0.0529 0.0670 0.5 1.7 -1.8 0.73
Br -4.5350 1.8807 0.3552 -0.4 -0.2 -0.4 -0.27
Br -4.9207 -1.6814 0.0675 0.5 0.1 0.5 -0.18
H -1.9699 -1.3089 -3.5079 -0.1 -0.2 -0.7 0.37
H -2.4344 0.4773 1.0471 0.1 -1.5 0.0 -0.12
```
Forces are in eV/Å.

Results
Orbital gap (eV): 5.6
Charge: 0
Lowest unoccupied orbital energy (eV): -4.85
Energy above the lowest of the compared OMol25 structures with the same formula, charge and spin (kJ/mol): 822.0
Highest occupied orbital energy (eV): -10.43
Maximum force (eV/Å): 7.18
Energy (eV): -152133.495



Record 6
A cluster of 2 separate species, C4H12 in total, computed with ωB97M-V/def2-TZVPD.

Geometry as XYZ:
```
16
Properties=species:S:1:pos:R:3:forces:R:3:mulliken_charge:R:1
C 1.0114 1.2933 1.7321 0.4 0.5 0.3 -0.67
C -0.0879 1.8422 0.8080 1.2 0.3 -0.7 -0.87
H 0.8054 1.2787 2.8168 -0.3 0.1 -0.5 0.27
H 1.1487 0.2559 1.3998 0.4 0.2 0.4 0.20
H 1.9528 1.8801 1.6412 -0.5 -0.6 -0.2 0.25
H 0.2416 1.4818 -0.1793 -1.0 -0.6 0.2 0.26
H -0.0335 2.8903 0.4968 -0.3 0.4 1.3 0.37
H -1.0721 1.5312 1.1662 0.1 0.1 -0.7 0.25
C -0.9500 -1.1466 -0.8013 1.4 0.5 -1.1 -0.31
C -0.0160 -1.9714 -1.6861 -0.2 -0.6 -1.0 -0.96
H -1.2732 -1.7539 0.0350 -0.6 0.3 0.1 0.32
H -0.3984 -0.2605 -0.4700 -0.2 -0.5 0.3 -0.29
H -1.6682 -0.7151 -1.5032 -0.8 -0.4 0.7 0.30
H 0.9654 -2.1721 -1.2682 0.2 0.3 0.1 0.29
H 0.0724 -1.5257 -2.6969 0.3 0.0 0.6 0.27
H -0.4116 -2.9706 -1.9001 -0.2 0.1 0.2 0.30
```
Forces are in eV/Å.

Results
Orbital gap (eV): 12.3
Charge: 0
Lowest unoccupied orbital energy (eV): 1.14
Energy above the lowest of the compared OMol25 structures with the same formula, charge and spin (kJ/mol): 67.3
Highest occupied orbital energy (eV): -11.12
Maximum force (eV/Å): 1.87
SMILES string: CC.CC
Energy (eV): -4341.831